C3H9NOP | wB97M-V/def2-TZVPD

```
15
Properties=species:S:1:pos:R:3
C 0.51769 1.18406 2.66855
C 1.57706 0.91732 2.17693
C -0.11098 -0.43673 -0.28204
N 0.75695 -1.62894 -0.15812
O -0.25067 -1.16226 -2.64280
P -0.98916 -0.11832 -1.65333
H -0.40504 1.48716 3.01859
H -3.25753 3.01640 -1.10085
H 2.63261 0.78549 1.98469
H -0.14761 0.28224 0.59966
H 0.59476 -2.14182 0.73184
H 1.75748 -1.43354 -0.22495
H 0.61399 -2.21498 -0.99306
H -0.71223 -1.62819 -3.30127
H -2.57734 3.09211 -0.82385
```

Computed properties:
Charge: +1
Highest occupied orbital energy in eV: -14.13
Max |F| in eV Å⁻¹: 2.093
Electronic energy in eV: -16072.63301
LUMO energy in eV: -4.15